Arrangement one

Entry from the Open Molecules 2025 dataset: a 2-piece molecular cluster, C8H13NO overall (the ωB97M-V functional and the def2-TZVPD basis).

Structure (XYZ):
```
23
Properties=species:S:1:pos:R:3
C 0.41 0.63 -1.72
O 1.23 1.42 1.93
H 1.48 -1.44 -0.40
N -0.58 0.57 -0.61
C -1.79 -0.16 -0.97
H -2.64 -1.98 -0.35
C 1.40 -0.55 0.10
H -0.68 -2.18 -0.86
H -3.17 0.27 -0.59
H 2.35 1.48 -0.49
H 0.51 -0.43 -2.23
C -1.71 -1.53 -0.39
H 2.74 0.02 -1.75
C -0.92 -1.29 0.92
H -0.19 -1.87 1.37
H 2.00 -0.75 0.68
H -0.76 1.54 2.17
C 0.04 -0.10 0.46
H -1.86 -1.11 1.80
H -2.05 -0.45 -2.14
H 0.23 1.39 -2.35
C 0.21 0.96 1.54
C 1.74 0.41 -0.96
```

Output
E_LUMO: 0.844 eV
Kohn-Sham gap: 9.73 eV

---

Arrangement two

Entry from the Open Molecules 2025 dataset: one molecule with the formula C8H13NO (the ωB97M-V functional and the def2-TZVPD basis).

Structure (XYZ):
```
23
Properties=species:S:1:pos:R:3
H 1.26 -3.33 -0.39
H 2.39 -2.25 0.43
C -0.21 1.01 0.09
C -2.25 1.70 -1.29
H -0.43 -2.46 -1.52
C 0.58 -0.15 0.51
O -2.29 -0.12 0.23
H -2.53 2.63 -0.79
H 2.53 0.11 1.40
H -3.15 1.26 -1.71
H -1.54 1.94 -2.08
C -1.64 0.76 -0.27
H 1.21 0.92 2.26
C 1.34 -2.52 0.32
H -0.76 -0.81 -1.62
C 0.25 2.26 0.16
C 1.48 0.02 1.70
H 1.40 -0.83 2.38
H 0.98 -2.86 1.29
C 0.55 -1.33 -0.15
H 1.26 2.47 0.47
H -0.35 3.12 -0.07
N -0.09 -1.52 -1.36
```

Output
E_LUMO: 0.584 eV
Structure (SMILES): C=C(C(C)=O)/C(C)=C(/C)N
Kohn-Sham gap: 8.21 eV

---

List of relative energies, unit kJ/mol: arrangement one 742.0; arrangement two 0.0

---

Arrangement one

Entry from the Open Molecules 2025 dataset: an isolated ion of composition C2H3O2S2 and charge -1 (the ωB97M-V functional and the def2-TZVPD basis).

Structure (XYZ):
```
9
Properties=species:S:1:pos:R:3
H 2.63 -0.14 -0.08
S -2.49 1.38 0.05
O -1.56 -1.20 -1.13
S -1.34 -0.26 -0.02
C 0.66 0.73 0.05
C 1.50 -0.22 -0.12
H 0.67 1.80 0.09
O -1.19 -0.94 1.25
H 1.11 -1.14 -0.09
```

Output
E_LUMO: 3.713 eV
Structure (SMILES): C=CS(=O)(=O)[S-]
Kohn-Sham gap: 7.83 eV
Charge: -1

---

Arrangement two

Entry from the Open Molecules 2025 dataset: a 2-piece molecular cluster, C2H3O2S2 overall (the ωB97M-V functional and the def2-TZVPD basis).

Structure (XYZ):
```
9
Properties=species:S:1:pos:R:3
O -2.19 -0.51 -0.43
C 0.60 0.56 -0.56
O -2.04 -0.49 2.01
C 1.34 -0.64 -0.43
S 2.68 -0.59 0.47
H 1.02 1.05 -1.43
H 0.75 1.35 0.23
S -1.64 -1.17 0.79
H -0.52 0.43 -0.65
```

Output
E_LUMO (spin up / spin down): 2.568 / 3.460 eV
Kohn-Sham gap (spin up / spin down): 4.40 / 7.37 eV
Charge: -1

---

List of relative energies, unit kJ/mol: arrangement one 0.0; arrangement two 89.8

---

Arrangement one

Entry from the Open Molecules 2025 dataset: an isolated ion of composition C4H3N2 and charge +1 (the ωB97M-V functional and the def2-TZVPD basis).

Structure (XYZ):
```
9
Properties=species:S:1:pos:R:3
C 1.22 -0.51 0.03
H -1.87 -1.87 -0.07
H -0.93 2.33 0.11
N 1.88 0.47 -0.01
N -1.32 0.16 -0.01
C 0.26 -1.41 0.03
C -1.05 -1.18 -0.03
C -1.06 1.28 0.04
H 2.85 0.74 -0.08
```

Output
E_LUMO: -6.071 eV
Structure (SMILES): C#[N+]C=C=C=N
Kohn-Sham gap: 8.24 eV
Charge: +1

---

Arrangement two

Entry from the Open Molecules 2025 dataset: an isolated ion of composition C4H3N2 and charge +1 (the ωB97M-V functional and the def2-TZVPD basis).

Structure (XYZ):
```
9
Properties=species:S:1:pos:R:3
C -2.21 -0.54 -0.06
C 0.26 -0.39 0.04
H -2.80 0.20 -0.73
H 5.07 -0.11 0.16
H -2.81 -1.12 0.51
C 3.99 -0.09 0.02
N 1.43 -0.33 -0.12
N -0.94 -0.53 0.10
C 2.74 -0.20 -0.02
```

Output
E_LUMO: -6.976 eV
Structure (SMILES): C#CN=C=[N+]=C
Kohn-Sham gap: 7.37 eV
Charge: +1

---

List of relative energies, unit kJ/mol: arrangement one 0.0; arrangement two 27.2